# 1
This record from the Open Molecules 2025 dataset describes a structure of composition C4H20B2Cl3CoCrN4O20 at a distorted geometry. The level of theory is ωB97M-V/def2-TZVPD.

Expectation value of S²: 15.767
2S+1: 8
HOMO level (alpha / beta), eV: -6.23 / -6.24
Maximum force, eV Å⁻¹: 2.94
HOMO-LUMO gap (alpha / beta), Ha: 0.2780 / 0.2413
Calculated total energy, hartree: -5744.46624
Energy relative to the best compared isomer or geometry (same formula, charge and spin), kcal per mole: 29.14
Charge: -1

Each line ends with the Mulliken charge.
Atoms and positions in Å:
Cr1 0.052 -1.681 0.749  -0.396
Co1 0.057 2.624 -0.269  0.905
Cl1 -2.842 2.715 1.875  1.630
O1 -3.840 3.749 1.916  -0.695
O2 -2.117 2.578 3.097  -0.591
O3 -3.428 1.442 1.538  -0.623
O4 -1.902 3.080 0.800  -0.677
Cl2 1.826 2.844 3.246  1.686
O5 3.044 2.097 3.088  -0.675
O6 1.238 2.927 1.898  -0.756
O7 0.907 2.286 4.181  -0.567
O8 2.126 4.209 3.633  -0.715
Cl3 0.772 -2.617 -2.597  1.651
O9 0.080 -2.815 -1.332  -0.744
O10 1.616 -1.482 -2.413  -0.548
O11 1.561 -3.792 -2.874  -0.696
O12 -0.201 -2.500 -3.644  -0.694
B1 -0.059 0.382 -0.320  1.519
H1 -0.397 1.063 0.525  0.176
H2 0.022 1.036 -1.235  -0.065
H3 0.956 -0.038 -0.065  -0.266
H4 -0.813 -0.443 -0.437  -0.233
B2 -0.086 -0.516 2.778  1.260
H5 0.892 -0.830 2.313  -0.140
H6 -0.420 0.569 2.646  -0.535
H7 -0.909 -1.177 2.378  -0.281
H8 0.043 -0.762 3.893  -0.224
C1 -4.392 -1.991 0.919  -0.901
N1 -3.157 -1.931 0.111  0.871
O13 -2.107 -2.206 0.659  -0.234
O14 -3.253 -1.482 -1.004  -0.512
H9 -4.269 -1.370 1.807  0.334
H10 -4.393 -3.000 1.334  0.325
H11 -5.267 -1.717 0.347  0.308
C2 -3.180 1.193 -2.517  -0.509
N2 -2.231 2.291 -2.910  0.787
O15 -1.457 2.675 -2.054  -0.435
O16 -2.341 2.775 -4.001  -0.541
H12 -2.998 0.322 -3.139  0.297
H13 -4.171 1.599 -2.700  0.342
H14 -2.985 0.998 -1.468  0.039
C3 3.908 -3.886 0.087  -0.743
N3 3.142 -3.042 1.076  0.821
O17 3.408 -3.189 2.239  -0.494
O18 2.210 -2.356 0.685  -0.225
H15 3.491 -3.682 -0.896  0.257
H16 3.752 -4.909 0.414  0.294
H17 4.958 -3.630 0.182  0.287
C4 3.529 1.707 -2.707  -0.849
N4 3.026 1.537 -1.322  0.810
O19 2.117 2.247 -0.917  -0.526
O20 3.654 0.808 -0.600  -0.447
H18 3.933 2.716 -2.736  0.319
H19 2.636 1.634 -3.326  0.318
H20 4.258 0.939 -2.927  0.300

# 2
This record from the Open Molecules 2025 dataset describes a structure of composition C4H20CrN4O7 at a distorted geometry. The level of theory is ωB97M-V/def2-TZVPD.

Expectation value of S²: 6.008
2S+1: 5
HOMO level (alpha / beta), eV: -6.66 / -7.62
Maximum force, eV Å⁻¹: 1.02
HOMO-LUMO gap (alpha / beta), Ha: 0.2476 / 0.2821
Calculated total energy, hartree: -1954.65344

Each line ends with the Mulliken charge.
Atoms and positions in Å:
Cr1 -22.516 29.792 23.700  0.546
C1 -22.265 31.673 26.294  -0.860
O1 -22.358 30.542 25.539  -0.520
H1 -21.237 31.888 26.636  0.254
H2 -22.602 32.598 25.769  0.214
H3 -22.905 31.620 27.194  0.227
C2 -22.486 27.844 21.367  -1.036
O2 -22.989 29.030 21.868  -0.675
H4 -23.079 27.513 20.496  0.357
H5 -21.436 27.939 21.026  0.355
H6 -22.512 27.013 22.092  0.224
C3 -22.586 31.314 18.872  0.498
O3 -22.828 32.097 17.970  -0.654
N1 -22.093 30.041 18.640  -0.408
N2 -22.684 31.627 20.205  -0.349
H7 -22.057 29.688 17.704  0.212
H8 -22.221 29.380 19.389  0.228
H9 -22.410 30.937 20.900  0.358
H10 -23.409 32.256 20.498  0.189
C4 -23.876 26.798 24.722  0.435
O4 -23.298 27.871 24.627  -0.220
N3 -24.634 26.307 23.695  -0.353
N4 -23.788 26.016 25.842  -0.466
H11 -25.197 25.491 23.855  0.178
H12 -24.865 26.911 22.926  0.229
H13 -23.208 26.384 26.575  0.254
H14 -23.923 25.023 25.796  0.191
O5 -24.253 31.038 23.399  -0.289
H15 -24.826 30.814 22.656  0.268
H16 -24.658 31.771 23.870  0.237
O6 -20.913 31.162 22.834  -0.323
H17 -20.030 30.949 22.518  0.226
H18 -20.933 32.122 22.902  0.249
O7 -20.689 28.534 23.919  -0.243
H19 -20.570 27.821 24.553  0.227
H20 -20.021 28.404 23.240  0.239

# 3
This record from the Open Molecules 2025 dataset describes a cluster of 7 separate species, C4H20NO9 in total at a distorted geometry. The level of theory is ωB97M-V/def2-TZVPD.

HOMO level, eV: -5.62
Maximum force, eV Å⁻¹: 3.30
HOMO-LUMO gap, Ha: 0.3134
Calculated total energy, hartree: -896.39766
Energy relative to the best compared isomer or geometry (same formula, charge and spin), kcal per mole: 58.52
Charge: -1

Each line ends with the Mulliken charge.
Atoms and positions in Å:
O1 1.173 -0.248 0.554  -0.675
C1 -0.053 -0.081 0.733  0.548
N1 -0.841 0.669 -0.027  0.107
C2 -0.274 1.436 -1.307  -0.478
O2 -1.236 1.271 -2.226  -0.972
C3 -0.510 -0.609 2.090  -0.971
C4 -0.317 0.499 3.134  -0.389
O3 1.008 0.624 3.606  -0.576
H1 -1.840 0.647 0.085  0.255
H2 0.649 0.900 -1.502  0.336
H3 -0.229 2.475 -0.903  0.301
H4 -1.577 -0.927 2.070  0.450
H5 0.063 -1.505 2.312  0.359
H6 -0.554 1.439 2.586  0.265
H7 -0.982 0.407 3.994  0.300
H8 1.572 -0.072 3.224  0.326
H9 -0.800 -2.443 -0.215  0.271
H10 -1.082 -2.292 -1.706  0.413
O4 -1.366 -2.805 -0.901  -0.699
H11 -2.643 1.530 -1.675  0.355
H12 -4.006 0.717 -1.619  0.274
O5 -3.632 1.586 -1.431  -0.781
H13 0.262 -0.762 -3.074  0.286
H14 -1.075 -0.218 -2.755  0.495
O6 -0.622 -1.118 -2.918  -0.765
H15 3.422 -1.477 -1.817  0.327
H16 3.290 0.055 -1.353  0.308
O7 3.741 -0.578 -1.911  -0.653
H17 1.109 -1.952 -0.857  0.309
H18 1.161 -3.251 -1.819  0.295
O8 1.506 -2.380 -1.621  -0.624
H19 1.474 2.600 1.670  0.331
H20 1.604 2.644 3.181  0.354
O9 1.603 3.219 2.398  -0.682

> What is the calculated total energy in the second record?

-1954.65344 hartree

> Which of these has the lowest maximum force?

C4H20CrN4O7

> The lowest calculated total energy belongs to which entry?

C4H20B2Cl3CoCrN4O20